A:
Molecular formula: C5H8BrN
Method: DFT, ωB97M-V/def2-TZVPD

Structure (XYZ):
```
15
Properties=species:S:1:pos:R:3
H 0.5395 -2.2403 -0.5503
N 0.2224 -0.2369 -0.1463
H -2.1707 -1.0749 -1.5218
Br 1.3554 -1.9099 1.9548
C -0.2047 -1.4238 -0.7617
H -1.3869 -2.7918 -1.7566
C -1.3563 -1.7372 -1.3784
H 0.1898 2.3403 1.7467
H -0.3831 1.0032 -1.8346
H 1.2040 1.6849 3.0508
C 0.8040 -0.2512 1.0594
C -0.0469 1.0451 -0.7768
C 1.2125 2.0254 1.9853
H 0.7673 1.7883 -0.8543
H -0.7462 1.7789 -0.2162
```

Values from the calculation:
LUMO: -0.03 eV
net charge: 0
HOMO-LUMO gap: 7.95 eV



B:
Molecular formula: C5H8BrN
Method: DFT, ωB97M-V/def2-TZVPD

Structure (XYZ):
```
15
Properties=species:S:1:pos:R:3
H 0.8473 -1.8883 -1.2676
C -1.7677 -1.3072 0.9557
H -2.5694 -2.0224 1.0668
H -1.5066 -0.9769 1.8809
C 0.2947 -1.3594 -0.5092
C 1.0900 2.0692 -0.0911
N 0.9763 -0.4792 0.2412
H 2.3538 0.7629 1.0943
H -1.3992 -2.5481 -0.8308
C 1.4064 0.6842 0.4740
C -0.8993 -1.8124 -0.1788
H 0.1239 2.0175 -0.4080
H 1.9479 2.3774 -0.7657
Br -2.7273 0.4371 0.2489
H 1.1483 2.6692 0.8142
```

Values from the calculation:
SMILES: C/C=N\C=C/CBr
LUMO: 0.61 eV
net charge: 0
HOMO-LUMO gap: 8.60 eV



The structure with the most favorable energy is B; the runner-up is 0.1876 hartree above it.



A:
Molecular formula: C3H9N2OP
Method: DFT, ωB97M-V/def2-TZVPD

Structure (XYZ):
```
16
Properties=species:S:1:pos:R:3
H -1.0981 2.1567 1.4891
H -0.6858 0.7398 2.5421
H 2.2592 -2.4966 -2.3278
N 0.3750 -1.0177 -1.7603
H -1.1554 -0.3116 -0.9326
N -0.2810 0.5035 0.6305
P 1.7283 -1.8005 -1.2889
H 0.6430 -0.2029 -2.1897
H 1.2785 -2.9607 -0.6868
O 1.8527 1.0555 0.0822
H -2.2001 0.9497 -0.0028
C 0.7736 0.6146 -0.0217
C -1.5585 0.1507 0.0626
H 0.4834 1.8151 1.9515
C -0.4053 1.3374 1.7839
H -2.0095 -0.5330 0.6689
```

Values from the calculation:
LUMO (spin up / spin down): -0.05 / -0.34 eV
net charge: 0
HOMO-LUMO gap (spin up / spin down): 7.24 / 6.71 eV



B:
Molecular formula: C3H9N2OP
Method: DFT, ωB97M-V/def2-TZVPD

Structure (XYZ):
```
16
Properties=species:S:1:pos:R:3
H 1.1710 -2.5550 0.6529
N -0.2159 1.6017 -0.1960
C 1.2677 -2.3426 -0.4456
C 0.8588 -1.0546 -0.7544
H -2.7616 1.9509 1.2671
C 2.0106 -3.0460 -1.3083
H -2.7718 3.5624 1.4881
H 0.2389 1.9263 -1.1103
H -1.5672 2.6136 2.2911
H -0.9968 2.2839 0.2309
H 2.5397 -3.9990 -1.1496
P -0.0158 0.0318 0.2378
H 1.2021 -0.6883 -1.6611
H 2.0819 -2.7414 -2.3820
O -0.8796 -0.3436 1.4169
N -2.1619 2.8000 1.4225
```

Values from the calculation:
LUMO: 0.46 eV
net charge: 0
HOMO-LUMO gap: 7.86 eV



The structure with the most favorable energy is B; the runner-up is 0.1307 hartree above it.



A:
Molecular formula: C7H11N2O2
Method: DFT, ωB97M-V/def2-TZVPD

Structure (XYZ):
```
22
Properties=species:S:1:pos:R:3
C -1.5569 -0.6797 -0.6829
O -0.5773 0.9904 -2.9652
H 0.7064 -2.7185 -1.0126
H 1.0846 0.7943 4.2288
H 0.2067 1.5557 -0.2609
H -1.9638 0.1710 -0.0195
C 0.5621 0.6678 -0.8310
C 0.4668 1.1879 -2.3746
C -0.1015 -0.7519 -0.5788
O 1.5482 1.7264 -2.7424
H -1.7650 -0.4929 -1.7741
H -0.4371 -2.1341 -2.1322
C 0.3454 1.2695 3.5884
H 1.7033 0.5813 -0.5538
N 0.0791 -0.3728 1.7321
N 0.1624 -1.1050 0.7880
H -2.0446 -1.5395 -0.2834
H 1.1529 -1.4795 -2.3279
H -0.4267 1.8780 4.0769
C 0.3870 -1.8446 -1.5287
H 0.6643 2.1219 2.9073
C -0.1961 0.1745 2.7464
```

Values from the calculation:
LUMO: 3.17 eV
net charge: -1
HOMO-LUMO gap: 7.07 eV



B:
Molecular formula: C7H11N2O2
Method: DFT, ωB97M-V/def2-TZVPD

Structure (XYZ):
```
22
Properties=species:S:1:pos:R:3
C 3.4654 1.5872 0.8775
C -0.6820 1.2713 0.9618
H 0.0649 1.3336 0.1782
C -1.1830 -0.1819 1.0542
H -1.4247 2.0301 0.7247
N -2.5803 -1.8721 -1.8670
C -1.5424 -0.8273 -0.2466
H -0.1982 1.4523 1.9208
H -3.4374 -1.9084 0.1332
O 3.0077 -0.7296 0.6694
N -0.8236 -0.6202 -1.4015
O 2.6431 0.6069 -1.1549
H -2.9968 -2.7005 -2.2607
H -2.0884 -0.1857 1.6523
C -1.4414 -1.2792 -2.3251
H 4.2715 1.3221 1.5547
H 2.5439 1.7488 1.4428
H -0.4421 -0.7511 1.6138
H -1.0578 -1.5207 -3.3018
C -2.6290 -1.6019 -0.5084
H 3.5399 2.4997 0.2822
C 2.9907 0.3264 0.0002
```

Values from the calculation:
LUMO: 3.02 eV
net charge: -1
HOMO-LUMO gap: 6.47 eV



The structure with the most favorable energy is B; the runner-up is 0.1179 hartree above it.



A:
Molecular formula: C42H40As2BaF2N2O3S3
Method: DFT, ωB97M-V/def2-TZVPD

Structure (XYZ):
```
95
Properties=species:S:1:pos:R:3
H -5.5622 -1.6403 -1.7350
C -3.9425 -0.7607 -4.5067
C 2.8139 2.4948 1.8108
H -0.7289 -6.2415 2.4334
H -4.8075 5.6243 -0.4183
H 5.6661 3.6993 0.4286
C 2.0082 0.5893 3.9448
S -0.4742 3.3734 -3.6108
C 2.3877 -1.8605 1.5054
C -4.7426 5.0390 -2.4899
H -0.3112 -3.8183 2.3427
H 0.3281 -0.6203 6.6314
H 2.0810 -2.0856 2.5318
C -5.7571 -2.1294 -0.7798
C 1.1483 -0.2170 6.0509
C -1.9633 0.3725 -4.1212
N -2.1720 -3.8678 -1.7851
H 3.3450 -0.7067 -4.6762
H -1.8709 -4.5449 -1.0920
S -4.3334 0.2871 -3.2075
C -2.6469 -0.6130 -4.8902
C 0.8495 -4.6762 -0.7185
C 4.7221 3.6997 0.9593
C 3.2362 0.8290 4.5547
C -3.4590 -2.6024 -0.2059
H 4.3760 0.7449 6.3660
C 1.2547 3.0376 -1.7634
H 2.1632 3.0899 -1.1786
H -6.5721 -1.6222 -0.2741
H 0.8387 -6.6610 -1.5269
C -0.2844 -5.8055 1.5483
H -3.2578 3.5557 0.1022
H 1.3411 3.6910 2.8156
H 3.0660 -2.6546 1.1868
C 0.5943 -6.0419 -0.6732
C 2.8578 -0.9733 -3.7474
H 1.2859 -4.2475 -1.6130
H 1.1459 0.2626 -4.1068
H -0.9344 0.6481 -4.2806
C 1.6199 -0.4380 -3.4342
C 0.5339 -3.8646 0.3665
C 1.1027 3.6234 -2.9792
H 2.5228 -0.2052 7.6977
N -3.3747 -3.2924 -1.3542
C -1.5949 1.9454 3.4511
F -2.7737 2.6489 3.0147
C 4.2093 4.8822 1.4655
C 0.9638 0.0727 4.7042
H -0.0037 1.8164 -0.4132
H -4.6946 -1.3969 -4.9444
H 0.0334 -0.3467 -1.9922
H 4.7522 5.8086 1.3313
F -0.5485 2.6834 2.8009
C 3.0343 -0.4723 1.4275
H 2.5855 5.7994 2.5287
H 3.9344 -0.4173 2.0429
C 3.4791 -1.8476 -2.8657
C 1.6270 -1.6348 -1.3367
C -2.3660 1.8952 -2.0326
C 2.3770 0.0165 6.6485
C -4.4491 4.9332 -1.1663
S -4.0295 3.7739 -3.3975
C 0.0734 2.3621 -1.3431
H 4.4450 -2.2705 -3.1114
C -3.6233 3.8102 -0.8816
H 1.8226 4.2006 -3.5352
C -0.9477 2.4419 -2.2391
H -5.3549 5.7783 -2.9781
H -4.0810 -3.2154 -2.0644
H 4.4396 1.5919 0.7245
C -2.7398 0.9477 -3.1664
H -1.4556 -3.1463 -1.8299
H -0.1694 -7.6723 0.4935
C -0.0391 -4.4418 1.4969
H -1.4677 2.2403 4.5003
C 3.4197 0.5475 5.8987
O -4.6243 -2.0031 0.0864
H -0.0104 -0.0867 4.2459
As 1.7320 0.8927 2.0286
C 2.2967 3.6912 2.3087
H -6.0131 -3.1809 -0.9157
C 4.0261 2.5080 1.1297
Ba -2.2893 0.1882 1.2531
O -2.5323 -2.4958 0.5910
H 3.3185 -0.2526 0.3964
H 4.0498 1.2595 3.9805
C 2.9948 4.8761 2.1403
O -2.4358 1.1971 -0.8554
C -3.3121 3.0879 -1.9912
As 0.7674 -1.9257 0.3830
C 0.0281 -6.6091 0.4589
H -2.1970 -1.1652 -5.7022
H 3.3772 -2.8416 -0.9788
C 1.0006 -0.7751 -2.2348
C 2.8720 -2.1702 -1.6640
```

Values from the calculation:
LUMO: 0.03 eV
net charge: 0
HOMO-LUMO gap: 7.05 eV



B:
Molecular formula: C42H40As2BaF2N2O3S3
Method: DFT, ωB97M-V/def2-TZVPD

Structure (XYZ):
```
95
Properties=species:S:1:pos:R:3
As 0.0360 -2.7018 0.5013
C 4.7911 2.8369 2.6223
H -1.9336 -4.4701 4.7493
C 0.0427 -5.6489 0.0387
C -0.2298 -6.7977 -0.6888
H 1.8519 -1.3105 -4.6300
H -4.8147 -1.5867 0.9467
H -1.1408 -7.6139 -2.4513
H 2.7547 -1.4951 1.5338
C 1.4095 6.6966 -0.1041
H 0.1030 -7.7603 -0.3212
N -3.4502 -2.4825 -0.3067
C 1.9279 -2.6933 -0.0650
H 1.9377 4.6049 0.4173
C -3.0098 3.6886 -0.9570
H 3.6750 -1.4216 0.0277
C -1.0020 -3.7623 2.9549
N -4.2979 -1.4357 0.0909
H 5.4807 3.4288 3.2107
C 3.2575 0.2865 -4.3588
H -2.6395 -2.5042 0.3053
C 2.5521 2.1151 2.1412
H 2.4147 -3.6128 0.2682
H 0.2641 8.3733 -0.9455
C -3.7930 -0.1872 -0.0474
H 3.6297 0.2330 -5.3745
C 0.4051 7.3187 -0.7708
H -1.9435 -3.5786 2.4494
H 0.2125 -4.8558 5.9162
C -5.8038 0.6124 0.9820
C -0.9289 -6.7155 -1.8855
H -6.2625 1.5948 1.0469
H -1.8090 1.3898 -2.3961
H 0.7401 2.7700 -5.6065
S -2.0385 3.4340 1.3858
H -1.1232 1.0548 -4.8787
C 1.3998 -4.1945 4.2568
C 3.7451 1.2457 -3.4864
S 0.7732 3.7101 -3.3623
H 4.7616 0.6918 0.0097
H -1.2817 -0.8995 3.6292
As 1.7090 0.2661 0.1074
C -0.6733 1.7975 -4.2350
C 0.2862 2.6690 -4.6337
C 0.1920 -3.4700 2.2968
H -3.1038 3.7837 -2.0293
H -6.4215 -0.0392 0.3629
H 2.2403 7.2191 0.3485
C 2.6666 -1.4608 0.4441
C -0.3400 2.9830 -2.2655
C -1.0883 -4.3338 -1.6196
C 2.2592 -0.5810 -3.9411
C -1.7062 -0.2918 2.8123
C -0.3834 3.4194 -0.8041
H 2.3416 -4.3596 4.7649
C 3.2735 1.3120 -2.1828
C -1.8294 3.4681 -0.3199
H 2.3359 -3.4783 2.4759
C 1.3912 -3.6937 2.9614
O -4.5283 0.8259 0.3881
C 1.7857 -0.5096 -2.6419
O 0.3472 2.5735 -0.0186
C -4.1086 3.7959 -0.0557
C 2.3154 0.4095 -1.7338
C -1.0351 1.9780 -2.8720
C 4.3772 1.3041 0.8169
C 0.1143 4.8630 -0.6855
F -2.4294 0.7208 3.5225
C 1.2408 5.2836 -0.0551
H -4.3483 3.6763 2.1248
C -0.3819 -4.4054 -0.4196
F -2.8127 -1.1603 2.3693
H -1.9108 -5.4154 -3.2802
H -1.4371 -3.3670 -1.9666
H 4.4976 1.9477 -3.8245
H -5.7015 0.2004 1.9881
H 1.4892 2.1391 2.3503
Ba -1.0457 1.0511 0.4663
H 6.3222 2.0281 1.3582
C 0.2067 -4.4753 4.9029
C 3.0096 1.3373 1.0802
C -3.7318 3.6555 1.2404
C 3.4343 2.8614 2.9080
H 3.6518 2.0737 -1.5134
H 3.0636 3.4644 3.7272
C -0.9983 -4.2608 4.2462
S -0.7685 6.2006 -1.3401
H 1.9184 -2.7185 -1.1563
C -1.3595 -5.4820 -2.3505
H -3.9633 -3.3484 -0.2286
H 0.5854 -5.7178 0.9747
C 5.2623 2.0527 1.5783
H -5.1313 3.9559 -0.3665
H 0.9896 -1.1749 -2.3193
O -2.7322 0.0695 -0.6051
```

Values from the calculation:
LUMO: 0.25 eV
net charge: 0
HOMO-LUMO gap: 7.07 eV



The structure with the most favorable energy is A; the runner-up is 0.1185 hartree above it.



A:
Molecular formula: C2H3Cl2N
Method: DFT, ωB97M-V/def2-TZVPD

Structure (XYZ):
```
8
Properties=species:S:1:pos:R:3
N 2.2195 -0.7673 -0.4174
C 0.9683 -0.7872 -0.3412
Cl -0.0983 -1.8208 -1.0677
C -1.3392 0.9190 0.3491
H 2.7951 -0.0954 0.1293
Cl -2.4187 -0.3890 0.1870
H -1.5529 1.9042 -0.0045
H -0.5738 1.0365 1.1654
```

Values from the calculation:
LUMO (spin up / spin down): -0.55 / -0.06 eV
net charge: 0
HOMO-LUMO gap (spin up / spin down): 7.96 / 8.39 eV



B:
Molecular formula: C2H3Cl2N
Method: DFT, ωB97M-V/def2-TZVPD

Structure (XYZ):
```
8
Properties=species:S:1:pos:R:3
H -1.5240 -1.8316 0.7488
N -0.4333 -0.3224 -0.0862
C -0.5706 -1.5359 0.1972
H 1.7341 -0.3332 -1.5698
C 1.7785 0.1960 -0.6151
Cl 1.9554 1.7945 -0.1724
Cl 2.7389 -0.8636 0.4070
H 0.0644 -2.4320 0.1637
```

Values from the calculation:
LUMO (spin up / spin down): -0.09 / -0.17 eV
net charge: 0
HOMO-LUMO gap (spin up / spin down): 9.20 / 8.26 eV



C:
Molecular formula: C2H3Cl2N
Method: DFT, ωB97M-V/def2-TZVPD

Structure (XYZ):
```
8
Properties=species:S:1:pos:R:3
H 0.8434 -1.6972 -0.7075
C -0.1551 -0.4559 0.4982
N -1.7928 1.2787 0.1938
C 0.6092 -0.7094 -0.6864
Cl -1.7714 2.0959 1.5361
H 1.6228 -0.1948 -0.8909
Cl 0.6744 0.2970 1.7201
H -0.0307 -0.6143 -1.6634
```

Values from the calculation:
LUMO (spin up / spin down): -0.64 / -1.35 eV
net charge: 0
HOMO-LUMO gap (spin up / spin down): 7.94 / 7.41 eV



The structure with the most favorable energy is B; the runner-up is 0.0205 hartree above it.



A:
Molecular formula: C3H3N2O
Method: DFT, ωB97M-V/def2-TZVPD

Structure (XYZ):
```
9
Properties=species:S:1:pos:R:3
N 0.8189 -0.3589 0.4687
H 2.6736 0.4402 0.0332
C -2.5097 0.2544 -0.1714
H 1.2580 -1.0136 1.2433
C -0.3608 -0.9722 0.1941
N -1.3315 -0.1070 -0.0678
O -3.5636 0.6606 -0.2825
H 1.4003 0.8268 -1.1312
C 1.6148 0.2697 -0.2863
```

Values from the calculation:
LUMO (spin up / spin down): -6.59 / -6.59 eV
net charge: +1
HOMO-LUMO gap (spin up / spin down): 7.82 / 7.82 eV



B:
Molecular formula: C3H3N2O
Method: DFT, ωB97M-V/def2-TZVPD

Structure (XYZ):
```
9
Properties=species:S:1:pos:R:3
O 1.0122 0.4313 0.4594
N -3.0205 0.0150 -0.0679
C -2.0530 -0.7107 0.1978
C -0.0839 0.0554 -0.0705
H -0.4713 0.8914 -0.7390
C -0.7538 -1.1359 0.1632
H 1.3338 1.2920 0.2115
N -3.9794 0.6434 -0.0132
H -0.2756 -2.0091 0.4597
```

Values from the calculation:
LUMO (spin up / spin down): -7.18 / -7.18 eV
net charge: +1
HOMO-LUMO gap (spin up / spin down): 7.28 / 7.28 eV



C:
Molecular formula: C3H3N2O
Method: DFT, ωB97M-V/def2-TZVPD

Structure (XYZ):
```
9
Properties=species:S:1:pos:R:3
C 1.0680 0.8224 0.4464
C -0.3900 -0.7058 -1.1057
H 0.8704 1.4235 1.2916
H 1.8812 0.1020 0.3117
H 1.1369 1.2862 -0.5100
N -1.2434 -0.4266 0.6712
N -1.0514 -1.4102 -1.7029
O -2.0773 -1.1281 0.4074
C -0.1943 0.0366 0.1904
```

Values from the calculation:
SMILES: CC(C#N)=[N+]=O
LUMO (spin up / spin down): -9.66 / -9.67 eV
net charge: +1
HOMO-LUMO gap (spin up / spin down): 7.74 / 7.73 eV



The structure with the most favorable energy is A; the runner-up is 0.0401 hartree above it.